(1)
Here is 3 unconnected molecules or ions with the total composition C5H9N2O2 from the Open Molecules 2025 dataset. Energies are from ωB97M-V with the def2-TZVPD basis set.

XYZ file:
```
18
Properties=species:S:1:pos:R:3
C 0.08 -1.50 0.82
C -0.36 -0.09 0.87
C -0.25 -2.33 -0.34
C -0.86 0.72 -0.25
C 0.68 -0.80 4.23
N 0.62 -1.83 1.94
N -0.05 0.38 2.04
O 0.56 -0.67 2.70
O 0.39 0.07 4.93
H -0.36 -3.33 0.11
H -1.07 -1.83 -0.74
H 0.68 -2.22 -0.98
H 0.10 1.01 -0.79
H -1.37 -0.02 -0.87
H -1.51 1.63 -0.01
H 1.14 -1.71 4.28
H -2.53 0.77 3.28
H -2.17 1.42 2.75
```

Results
Frontier orbital gap: 11.18 eV
Net charge: +1
HOMO level: -16.01 eV

Atom charges from the Mulliken analysis, given in e for atoms 1 to 6:
1. C 0.73
2. C 0.56
3. C -1.12
4. C -0.95
5. C 0.14
6. N -0.54

(2)
Here is a gas-phase ion, C5H9N2O2 (charge +1) from the Open Molecules 2025 dataset. Energies are from ωB97M-V with the def2-TZVPD basis set.

XYZ file:
```
18
Properties=species:S:1:pos:R:3
C -0.59 2.30 0.15
C -0.08 0.89 -0.14
N 1.20 0.63 0.17
O 2.06 1.43 0.43
C 1.64 -0.65 -0.27
O 2.72 -0.82 -0.74
C 0.59 -1.82 0.11
C -0.80 -1.33 0.41
N -0.94 -0.19 -0.50
H 0.07 2.84 0.80
H -1.62 2.40 0.65
H -0.80 2.78 -0.84
H 0.63 -2.72 -0.59
H 1.11 -2.34 0.92
H -1.61 -2.03 0.19
H -1.03 -1.02 1.34
H -1.93 0.14 -0.54
H -0.62 -0.51 -1.56
```

Results
SMILES: CC1=[N+]([O-])C(=O)CC[NH2+]1
Frontier orbital gap (spin up / spin down): 8.65 / 8.65 eV
Net charge: +1
HOMO level (spin up / spin down): -13.59 / -13.60 eV

Atom charges from the Mulliken analysis, given in e for atoms 1 to 6:
1. C -1.29
2. C 0.31
3. N 0.66
4. O -0.61
5. C 0.12
6. O -0.38

Stability summary - winner: (2); margin: 199.2 kJ/mol.

(1)
Here is 2 unconnected molecules or ions with the total composition C3H10N from the Open Molecules 2025 dataset. Energies are from ωB97M-V with the def2-TZVPD basis set.

XYZ file:
```
14
Properties=species:S:1:pos:R:3
C -1.62 -0.75 -0.25
C 0.98 1.54 0.24
C -0.10 -0.62 -0.37
N 0.81 0.09 0.56
H -1.91 -1.27 0.56
H -1.97 0.24 -0.19
H -1.77 -1.20 -1.20
H 1.29 1.58 -0.73
H 0.12 2.21 0.09
H 1.58 2.21 0.95
H 0.44 -0.79 -1.21
H 0.07 -2.87 -0.46
H 1.66 -0.39 0.52
H 0.43 0.03 1.49
```

Results
Frontier orbital gap (spin up / spin down): 9.41 / 9.93 eV
Net charge: +1
HOMO level (spin up / spin down): -13.96 / -14.77 eV

Atom charges from the Mulliken analysis, given in e for atoms 1 to 6:
1. C -1.02
2. C -0.88
3. C -0.85
4. N -0.08
5. H 0.41
6. H 0.41

(2)
Here is 2 unconnected molecules or ions with the total composition C3H10N from the Open Molecules 2025 dataset. Energies are from ωB97M-V with the def2-TZVPD basis set.

XYZ file:
```
14
Properties=species:S:1:pos:R:3
N -1.25 -0.54 1.96
H -0.88 0.40 1.89
H -1.92 -0.72 1.23
H -1.69 -0.81 2.87
H -0.33 -1.02 1.81
C 1.40 -0.60 -0.85
C 0.48 0.39 -1.54
C -0.35 1.30 -0.98
H 1.17 -1.66 -1.01
H 1.51 -0.53 0.23
H 2.52 -0.43 -1.18
H 0.56 0.50 -2.58
H -1.09 1.81 -1.70
H -0.14 1.91 -0.14
```

Results
Frontier orbital gap: 8.67 eV
Net charge: +1
HOMO level: -13.00 eV

Atom charges from the Mulliken analysis, given in e for atoms 1 to 6:
1. N -0.50
2. H 0.34
3. H 0.37
4. H 0.40
5. H 0.35
6. C -1.00

Stability summary - winner: (2); margin: 348.4 kJ/mol.

(1)
Here is a single C18H24N4O3 molecule from the Open Molecules 2025 dataset. Energies are from ωB97M-V with the def2-TZVPD basis set.

XYZ file:
```
49
Properties=species:S:1:pos:R:3
C -3.45 -0.44 -1.07
C -2.81 -0.60 -2.43
N -1.67 0.32 -2.53
C -0.28 -0.11 -2.74
C 0.55 1.18 -2.48
C 1.88 1.30 -3.25
N 2.89 0.33 -2.85
C 2.88 -0.92 -3.61
C 3.56 0.41 -1.52
C 2.79 -0.25 -0.41
N 2.20 0.45 0.54
C 1.37 -0.50 1.11
C 0.33 -0.17 2.13
O 0.73 -0.66 3.41
C -0.19 -0.64 4.41
C 0.12 -1.38 5.55
C -0.75 -1.44 6.62
C -1.98 -0.81 6.58
C -2.31 -0.07 5.48
C -1.41 0.08 4.41
N 1.45 -1.70 0.58
O 2.43 -1.56 -0.41
C -0.39 2.35 -2.85
C -1.75 1.71 -2.59
O -2.74 2.43 -2.53
H -2.83 -0.85 -0.28
H -3.67 0.60 -0.82
H -4.42 -0.96 -1.06
H -2.49 -1.60 -2.64
H -3.58 -0.33 -3.19
H -0.02 -0.89 -2.04
H -0.15 -0.51 -3.75
H 0.82 1.24 -1.42
H 2.30 2.31 -3.11
H 1.66 1.22 -4.31
H 3.83 -1.42 -3.44
H 2.08 -1.62 -3.32
H 2.77 -0.69 -4.66
H 4.56 -0.01 -1.59
H 3.61 1.47 -1.27
H -0.63 -0.59 1.80
H 0.20 0.93 2.15
H 1.09 -1.87 5.55
H -0.46 -2.04 7.49
H -2.69 -0.93 7.41
H -3.26 0.46 5.36
H -1.67 0.80 3.63
H -0.20 3.22 -2.18
H -0.26 2.74 -3.89
```

Results
SMILES: CCN1C[C@@H](CN(C)Cc2nc(COc3ccccc3)no2)CC1=O
Frontier orbital gap: 9.26 eV
HOMO level: -8.60 eV

Atom charges from the Mulliken analysis, given in e for atoms 1 to 6:
1. C -1.04
2. C -0.59
3. N 0.30
4. C -0.87
5. C 1.44
6. C -1.93

(2)
Here is a single C18H24N4O3 molecule from the Open Molecules 2025 dataset. Energies are from ωB97M-V with the def2-TZVPD basis set.

XYZ file:
```
49
Properties=species:S:1:pos:R:3
C 6.75 5.27 -0.73
C 6.13 5.16 0.66
C 5.58 3.76 0.91
C 4.97 3.64 2.31
O 4.47 2.35 2.58
C 3.31 1.94 2.01
C 2.43 2.74 1.27
C 1.27 2.20 0.75
C 0.95 0.86 0.95
N -0.23 0.37 0.39
C -0.73 -0.88 0.39
O -0.28 -1.88 0.91
C -2.04 -0.92 -0.41
O -2.53 0.09 -0.90
N -2.53 -2.16 -0.50
C -3.76 -2.50 -1.17
C -4.84 -2.94 -0.17
C -6.15 -3.27 -0.88
N -6.01 -4.39 -1.77
C -5.94 -5.71 -1.41
C -5.73 -6.41 -2.56
N -5.68 -5.56 -3.62
C -5.84 -4.36 -3.12
C 1.82 0.06 1.70
C 2.97 0.59 2.21
H 7.57 4.57 -0.84
H 7.13 6.28 -0.90
H 6.01 5.06 -1.50
H 5.33 5.89 0.76
H 6.88 5.40 1.41
H 6.38 3.02 0.82
H 4.82 3.52 0.16
H 5.74 3.80 3.07
H 4.19 4.40 2.46
H 2.64 3.78 1.09
H 0.60 2.83 0.18
H -0.81 1.03 -0.12
H -2.00 -2.88 -0.01
H -4.08 -1.60 -1.70
H -3.57 -3.30 -1.89
H -4.49 -3.82 0.38
H -5.02 -2.13 0.54
H -6.92 -3.51 -0.14
H -6.49 -2.41 -1.47
H -6.04 -6.03 -0.39
H -5.63 -7.47 -2.70
H -5.85 -3.46 -3.68
H 1.58 -0.98 1.86
H 3.65 -0.01 2.79
```

Results
SMILES: CCCCOc1ccc(NC(=O)C(=O)NCCCn2ccnc2)cc1
Frontier orbital gap: 8.73 eV
HOMO level: -8.06 eV

Atom charges from the Mulliken analysis, given in e for atoms 1 to 6:
1. C -1.29
2. C -0.34
3. C -0.40
4. C -0.84
5. O -0.43
6. C 0.59

Stability summary - winner: (2); margin: 277.0 kJ/mol.